(1)
{
  "formula": "C31H54BCl5N5O5",
  "method": "the ωB97M-V functional and the def2-TZVPD basis",
  "symbols": ["C", "N", "H", "B", "H", "H", "H", "H", "H", "H", "H", "H", "H", "C", "H", "Cl", "H", "H", "C", "C", "C", "H", "C", "H", "H", "C", "C", "H", "C", "H", "H", "C", "N", "C", "O", "N", "C", "O", "H", "H", "H", "H", "C", "C", "H", "H", "H", "C", "H", "H", "C", "C", "C", "Cl", "O", "H", "N", "H", "C", "C", "H", "H", "C", "H", "H", "H", "H", "C", "H", "O", "C", "C", "H", "H", "H", "H", "H", "C", "H", "C", "O", "N", "H", "H", "H", "C", "H", "H", "Cl", "Cl", "H", "H", "H", "C", "H", "H", "C", "C", "Cl", "C", "H"],
  "xyz": [[-0.49995, -3.01974, -0.01338], [1.89565, 2.70849, 0.29669], [4.30332, -5.03010, 0.68177], [-0.48749, 4.26686, 0.89315], [-8.54775, -0.48132, -1.85289], [2.36446, 0.84080, 1.19989], [6.60891, 3.02920, -1.88831], [0.12870, 6.12895, 0.67078], [-0.47371, 1.45632, -3.10834], [5.16777, -3.83534, -1.37035], [-2.21719, 2.35730, 2.04462], [0.85179, -6.35594, -1.18052], [5.40898, -3.69640, 1.03916], [0.22534, -1.96440, -0.85689], [4.35136, -2.36620, -0.81994], [3.53954, 3.19546, 2.82057], [-0.82641, -0.69786, 1.24397], [-2.13308, -0.96870, -0.31269], [-1.97532, -3.15751, -0.40489], [1.20208, 0.88692, 4.86433], [0.60348, 2.03270, -4.73862], [0.68223, -0.91592, 2.05971], [3.22049, 2.74721, -0.31637], [0.94568, 0.03858, -0.75730], [-8.40384, -0.71913, -0.11789], [2.24511, 0.97600, 3.73427], [0.87219, 2.94339, -0.54003], [1.93805, -1.10643, 0.13377], [-0.77986, 1.76132, 0.53104], [1.67247, 0.80858, 5.83822], [-0.03954, -3.98384, -0.22947], [1.71097, 1.69202, 1.37702], [-0.38253, 2.28965, -3.67629], [5.04264, 3.97642, -0.79148], [-4.49628, 2.42884, 0.63265], [1.00626, 3.05174, -1.83452], [-4.86937, -0.68853, 0.40472], [-0.41879, 5.46665, 0.23744], [1.23997, 1.17851, -4.50221], [-2.49816, 0.74642, 1.34294], [-1.97760, -3.52364, -1.43326], [0.33872, 4.18507, -3.41982], [0.21949, -0.39497, 1.22115], [-6.56010, -0.37967, -1.20241], [5.54998, 4.92699, -0.71994], [0.52706, 1.74100, 4.86086], [-0.37699, -2.87322, 1.05918], [4.33356, -3.45340, -0.78491], [-0.93028, 3.77916, -2.28817], [1.25874, 2.89108, -4.88425], [1.82145, -8.11948, -0.40953], [5.62635, 2.91482, -1.45702], [-3.74898, 3.68486, 0.48654], [2.83549, -3.99215, -1.59709], [-5.95742, 0.13376, -2.11064], [-0.11044, 1.27390, 2.48702], [-0.39198, 3.09175, 0.01144], [-3.61676, 4.10433, 1.47453], [-3.18977, 2.36026, 0.16622], [4.94483, 1.72289, -1.56626], [-2.46429, -3.92519, 0.19273], [-0.84947, 1.10602, -0.34529], [-3.85399, -1.78174, 0.72054], [-5.22495, -0.20061, 1.31269], [-4.37475, -2.73694, 0.73595], [0.57334, 0.00873, 4.72321], [0.04892, 4.58647, 2.73968], [0.90660, -0.82406, -0.08037], [0.09627, 1.84491, -5.68016], [-0.67473, 4.17101, 2.25775], [-8.02205, -0.15037, -0.95771], [4.43311, -3.95357, 0.63109], [5.37784, 0.87969, -2.08229], [-4.23457, 4.26265, -0.28632], [2.25216, 0.04907, 3.16346], [-3.03290, 2.14730, -0.89141], [-3.41268, -1.56879, 1.69578], [3.69177, 1.63576, -0.98945], [-0.18172, -7.78785, -1.05600], [-0.06363, 3.38372, -2.80243], [-5.95296, -1.25194, -0.33920], [3.84713, 3.89471, -0.21300], [3.11132, 0.72556, -1.04300], [1.62299, -8.92800, 0.28842], [-0.43769, -1.53352, -1.60841], [0.61865, -7.22852, -0.57510], [-4.38468, 0.06334, -0.22064], [2.10106, -8.54757, -1.37013], [3.20652, -3.20353, 1.69085], [-0.00878, -6.65869, 0.99357], [1.92246, 2.89995, -2.23548], [1.01887, -2.46964, -1.40452], [3.23467, 1.05708, 4.17177], [-2.78045, -1.84514, -0.36910], [-8.20460, 0.91448, -0.85359], [-3.32542, -1.76050, -1.31186], [0.25906, 1.11649, 1.47446], [2.06335, 2.18566, 2.78805], [3.24493, -7.22435, 0.19137], [-2.17353, 1.76611, 1.13301], [1.25323, 2.78755, 3.18304]],
  "atomic_forces_ev_per_a": [[-0.1878, -0.4130, -0.3373], [0.6261, -0.8552, -0.5766], [-0.0733, 0.1143, 0.0342], [-0.3473, 0.5778, -0.1362], [-0.0876, 0.0822, -0.0546], [0.3188, 0.2519, -0.5356], [0.0676, 0.0276, -0.0387], [-0.4122, 0.3226, 0.1316], [-0.4359, -0.1011, -0.1503], [-0.0144, -0.0601, 0.0132], [0.0953, -0.1916, 0.2194], [0.0296, 0.0308, 0.0438], [-0.0113, 0.0530, 0.0001], [0.4243, 0.0360, 0.1498], [-0.0417, 0.0063, 0.0049], [-0.0384, 0.1316, -0.0373], [-0.0332, -0.0476, -0.0809], [0.0398, 0.0408, -0.0089], [0.2808, 0.4459, -0.1657], [-0.1383, -0.2356, -0.4357], [-0.0224, -0.0811, 0.1355], [-0.0005, -0.0613, 0.0682], [-0.4476, -0.1568, 0.2725], [0.1444, 0.0591, -0.0393], [0.0611, 0.1066, 0.1745], [0.0052, 0.2106, 0.2810], [-0.4766, 0.6521, -0.1204], [0.0611, -0.0030, 0.0537], [-0.0763, -0.6306, 0.0782], [-0.0105, 0.0400, 0.0997], [0.1086, -0.0696, 0.2273], [-0.8516, 0.2105, 1.0503], [0.4050, 0.0880, 0.4227], [-0.1037, 0.0383, 0.0848], [-0.0247, 0.0126, -0.0507], [0.1585, 0.2648, 0.0453], [0.7511, -0.1348, -0.1668], [0.9026, -0.4010, -0.2317], [0.0470, -0.0805, -0.0811], [0.2253, -0.0894, 0.1468], [-0.0720, -0.0934, -0.0373], [-0.0600, 0.1400, 0.0269], [0.2540, 0.0015, 0.1615], [0.3409, 0.2161, -0.5714], [0.0382, 0.0966, 0.0583], [0.0515, 0.1440, 0.1412], [-0.0082, 0.1360, 0.0479], [0.0626, 0.0131, -0.0607], [0.0101, -0.2358, 0.3606], [-0.0506, 0.1262, -0.0073], [-0.0106, -0.0961, -0.0629], [0.4707, 0.1007, -0.1837], [-1.4677, -0.9565, 0.1547], [0.2885, -0.1204, -0.0546], [-0.0823, -0.0756, 0.5232], [0.1287, 0.2014, 0.1101], [-0.2216, -0.5690, 0.8525], [0.4422, 0.4103, -0.1601], [1.0080, 0.6651, 0.2561], [-0.0231, -0.0715, 0.0198], [-0.0064, -0.0325, 0.1062], [0.0549, 0.1183, -0.1870], [0.1320, 0.3889, -0.3387], [-0.3262, -0.0555, -0.0313], [-0.0512, -0.0562, 0.3389], [-0.0464, -0.0714, 0.1138], [-0.3128, 0.2978, 0.2564], [-0.3011, 0.0792, -0.1116], [-0.0102, -0.0872, -0.0706], [0.4811, -0.4954, -0.2810], [-0.0901, -0.5396, -0.3231], [0.1090, -0.0162, 0.0383], [0.0138, -0.0616, -0.0697], [0.4392, 0.4242, -0.0411], [0.0237, -0.0378, -0.1011], [-0.2335, -0.2589, -0.0129], [0.0131, -0.2659, 0.1506], [0.0184, -0.2769, 0.0955], [-0.0013, -0.0280, 0.0222], [0.1110, 0.2571, -0.7950], [-0.4456, 0.2849, 0.3616], [0.0158, 0.3234, -0.2789], [-0.0704, -0.0401, 0.0260], [0.0176, 0.0357, 0.0594], [-0.2016, -0.0315, 0.0566], [-0.0483, 0.0007, -0.0471], [-0.0969, 0.0956, 0.0442], [0.0009, 0.0503, -0.0262], [-0.0316, -0.0062, -0.0062], [0.0047, 0.0268, -0.0048], [0.0695, -0.0326, 0.0540], [-0.2452, 0.2067, -0.1285], [0.0869, -0.0233, -0.0005], [-0.5834, -0.5536, -0.1290], [0.0214, 0.0797, 0.1093], [0.0458, 0.1336, -0.0982], [-0.1752, -0.0592, -0.2916], [0.1384, -0.4475, 0.1057], [-0.0212, -0.1956, 0.0325], [-0.5509, 0.3491, -0.5293], [0.0360, 0.2969, -0.1328]],
  "max_force_ev_per_a": 1.76,
  "orbital_gap_ha": 0.3481,
  "total_charge": 1
}

(2)
{
  "formula": "C31H54Cl4N6O4",
  "method": "the ωB97M-V functional and the def2-TZVPD basis",
  "symbols": ["H", "C", "H", "H", "H", "H", "C", "Cl", "C", "H", "H", "H", "H", "N", "C", "N", "H", "H", "Cl", "H", "C", "H", "H", "C", "C", "H", "H", "C", "H", "H", "H", "C", "H", "N", "H", "H", "H", "C", "H", "H", "C", "H", "O", "C", "N", "C", "C", "Cl", "H", "O", "H", "H", "H", "H", "C", "H", "H", "H", "H", "H", "H", "H", "C", "C", "H", "N", "H", "C", "N", "H", "H", "H", "O", "H", "C", "H", "H", "H", "O", "H", "C", "C", "C", "C", "C", "H", "C", "H", "C", "Cl", "C", "H", "C", "C", "C", "H", "H", "C", "H"],
  "xyz": [[5.13631, -0.65543, 5.16224], [-3.41869, -1.82480, -4.11784], [2.97476, 1.95996, 0.37365], [-2.09522, -4.03848, 4.38446], [-0.18906, 6.04289, -3.60442], [-2.56681, -3.09843, 2.86650], [-4.55242, 1.46225, 2.56715], [-2.96074, 2.15000, 2.92790], [0.34643, 5.11871, -3.45309], [-0.58049, -2.16908, 4.88117], [0.98397, 1.15808, 5.35336], [5.70791, -0.17902, 3.59970], [-3.57566, 0.92170, -4.30945], [1.46021, -1.98603, 2.19124], [-4.57898, -2.36462, -0.34579], [-2.65486, -3.07931, 0.46401], [-0.26197, 3.36003, 4.48226], [-5.45969, -1.76265, -0.49630], [-4.73915, -0.07714, 3.37678], [2.87192, 2.99124, -3.45087], [1.67462, 4.81742, -3.86425], [-1.94468, 1.17094, -3.84369], [3.08712, 0.25797, -1.67469], [5.08489, 1.49077, 0.64197], [-0.34799, -2.21461, 3.80714], [-2.30402, -0.40744, -6.29701], [2.29604, 5.49335, -4.42886], [2.64853, 1.87747, 4.02455], [-2.65338, -5.05336, -0.40307], [-1.46815, -1.87345, -5.81663], [1.02040, -0.62001, 3.71431], [5.23910, 0.08820, -1.11954], [0.21602, -0.37531, -6.32451], [0.89195, 3.11705, -2.67168], [-1.76798, -3.11570, 0.92156], [3.97454, -2.76445, 2.18085], [-4.36735, -1.58967, -6.08606], [3.93022, 0.50912, -1.04750], [3.42097, 1.14775, 4.18704], [5.87708, -1.89945, 4.13852], [2.61683, -1.24238, 1.64138], [-5.25553, -2.54037, -4.89591], [-0.33306, -0.53039, 0.43233], [-0.00376, 1.77761, 0.90037], [-2.35961, -0.85104, -4.17849], [1.39205, 1.88546, 4.67084], [-1.90727, -3.83220, 3.33156], [-4.81097, 1.29657, 0.82009], [-3.78639, -1.88620, -3.08884], [-0.56088, -3.43644, 3.18574], [-3.15641, -1.04719, 0.78962], [-1.07068, 3.88489, -2.28016], [6.90014, 0.53681, 0.08719], [-0.57589, 1.00968, -5.58462], [0.71516, 2.98799, 4.23397], [2.66854, -1.54316, 0.59432], [0.96966, 2.23994, 1.03637], [5.39919, 2.11969, 1.45482], [5.71080, -0.61504, -1.78505], [-0.39293, 1.48173, 1.87188], [1.77425, -2.19007, 4.22500], [-3.04225, 1.48927, -1.90662], [5.23368, -1.01464, 4.13734], [-3.44289, -1.97151, 0.32857], [-5.11502, -4.28710, -1.32609], [1.52079, 3.62629, 3.35131], [0.78416, 2.17264, -2.26433], [3.84960, 1.42815, 0.04299], [5.93438, 0.70260, -0.10502], [-5.23465, -0.78205, -4.77252], [2.45618, -0.17048, 1.67509], [-2.41481, -0.16407, -1.68136], [3.95245, -1.27282, 3.61400], [-2.97937, -2.81673, -4.26600], [3.92312, -1.66503, 2.27863], [-4.16216, 0.17442, -2.01935], [3.48381, 3.38615, 2.60266], [1.70385, -2.98140, 2.20954], [0.44518, 0.78197, -1.18358], [4.72369, -1.21797, 1.67820], [-4.39978, -3.72414, -0.74835], [-0.11289, 4.03894, -2.74417], [1.03795, -1.70003, 3.60183], [1.96773, 3.57016, -3.36634], [-4.62928, -1.65371, -5.02769], [0.65852, -1.84148, 1.54580], [-1.70834, -0.86331, -5.47738], [-1.03857, -1.47143, 3.36704], [2.70984, 2.98115, 3.22500], [-5.78669, 2.59235, 3.16222], [-2.75606, 0.45826, -3.71787], [1.31739, 4.41751, 2.77101], [-0.38889, -0.05725, -5.46725], [-3.19217, -4.13577, -0.24215], [0.08644, 0.57529, -0.02100], [-0.73401, 2.42855, 0.41709], [0.20256, -0.20788, -4.56399], [-3.12500, 0.44044, -2.23212], [-2.01742, -4.75770, 2.77136]],
  "atomic_forces_ev_per_a": [[-0.2678, -0.2486, 0.0236], [-0.3175, -0.6197, 0.7408], [-0.0732, 0.0177, -0.0847], [-0.4002, 0.2013, 0.0740], [-0.0198, -0.0637, -0.1416], [-0.2083, 0.0748, 0.5123], [-0.3463, 0.6064, -0.1771], [-0.0416, -0.2060, -0.2032], [0.0723, 0.0703, 0.0216], [0.0903, -0.5363, 0.0152], [0.1604, 0.0036, 0.1380], [0.0604, -0.3370, -0.1821], [-0.0238, -0.3334, 0.0407], [-0.2291, -0.5068, 0.2631], [0.3190, 0.0161, 0.0305], [0.0127, -0.3777, -1.0418], [-0.0834, 0.0137, -0.0425], [0.0700, 0.0981, -0.1963], [0.0547, -0.2805, 0.0203], [-0.0258, -0.0851, 0.0367], [-0.3393, 0.2986, 0.1513], [0.3611, -0.2420, 0.0203], [0.1621, -0.1259, -0.0741], [-0.2696, 0.0484, -0.7954], [-1.0461, 1.5751, 0.0088], [-0.2111, -0.2100, 0.2691], [0.2047, -0.2155, -0.0108], [0.4882, -0.4799, 0.3285], [0.0275, -0.0496, 0.2215], [-0.2721, -0.1814, 0.4435], [0.3057, 0.0480, 0.2593], [-0.4820, 0.1299, 0.2554], [-0.0400, 0.1211, 0.0890], [-0.3841, -0.6398, -0.1185], [0.3563, 0.2854, -0.1982], [0.3612, 0.0625, 0.1135], [0.0314, 0.0070, 0.0408], [0.0983, 0.4053, 0.2168], [0.1073, -0.0264, -0.1130], [-0.0077, 0.0235, -0.1308], [0.4743, -0.2271, -0.4541], [-0.0877, 0.0931, -0.0836], [0.4794, -0.7695, 0.7053], [-0.2845, -0.3408, 0.2298], [0.1682, -0.2966, -0.7696], [-0.3879, -0.2255, 0.1522], [0.0621, -0.7027, -0.1935], [0.3614, -0.1149, 0.2257], [0.0545, 0.1823, 0.0290], [0.6484, -0.3634, 0.0148], [0.0384, 0.1581, -0.0102], [-0.0183, -0.1492, 0.0957], [0.2348, 0.0542, 0.0750], [0.0617, 0.0313, 0.0701], [-0.3175, 0.0484, -0.0919], [-0.0702, 0.2296, -0.0847], [-0.0588, 0.3193, -0.1895], [0.3029, -0.1073, 0.0717], [0.0838, 0.0799, -0.0007], [0.0515, 0.0193, 0.0736], [0.1202, 0.2345, 0.2864], [0.0939, -0.2474, 0.2221], [0.3581, 0.5347, 0.0877], [-0.5898, -0.7336, 0.4276], [0.1764, -0.1514, -0.0075], [0.3713, 0.7654, -0.4608], [0.0517, 0.5003, 0.1461], [0.2049, -0.3958, 0.1564], [-0.2619, -0.1381, 0.1957], [0.0726, 0.0311, 0.0171], [-0.2276, 0.0385, 0.2365], [0.0074, -0.1415, 0.1956], [-0.0595, 0.1155, 0.6367], [0.0705, 0.0669, -0.2888], [-0.4327, -0.1343, -0.6169], [0.1115, -0.4248, -0.1151], [0.1149, -0.0568, -0.1416], [-0.2806, 0.1500, -0.4444], [0.6276, -0.0696, -0.7320], [0.0589, 0.0039, 0.1235], [-0.0885, 0.4757, 0.3582], [0.1448, 0.0870, 0.1102], [0.3277, 0.0111, -0.6175], [0.2917, 0.2237, -0.1613], [-0.1241, -0.1547, -0.1568], [-0.1021, 0.4807, -0.1721], [0.8896, 1.1416, -0.2914], [0.0576, -0.0987, -0.0734], [-0.0936, -0.1875, 0.0494], [-0.0441, 0.0002, 0.1603], [-0.3637, 0.3597, 0.1868], [-0.4250, 0.1961, 0.1834], [-0.1153, -0.2305, -0.3460], [-0.2065, 0.3364, 0.0414], [-0.7464, -0.3100, 0.2006], [0.2727, 0.4174, 0.1462], [-0.1504, -0.1068, 0.0933], [-0.1017, 1.2346, -0.3642], [-0.0622, -0.0836, 0.0389]],
  "max_force_ev_per_a": 1.89,
  "orbital_gap_ha": 0.2675
}